Here is C15H29BFInN3O3 as an isolated structure from the Open Molecules 2025 dataset. Energies are from ωB97M-V/def2-TZVPD.

Geometry as XYZ:
```
53
Properties=species:S:1:pos:R:3:forces:R:3:mulliken_charge:R:1
C 4.338 -0.908 2.555 0.591 0.372 0.056 -0.86
C 5.127 -1.285 1.297 -0.121 -0.564 0.491 -0.52
B 4.347 -2.129 0.210 0.067 0.061 -0.078 0.03
O 5.164 -2.706 -0.782 0.334 0.887 0.191 -0.50
In 2.087 -2.505 0.057 -0.231 0.000 -0.365 0.70
C 0.810 -0.858 0.892 0.330 -0.433 -0.123 -0.46
C 0.491 0.268 0.136 -0.199 -0.195 0.544 -0.79
C -0.349 1.222 0.692 0.134 0.212 -0.222 -0.21
C -0.830 1.047 1.976 -0.111 0.191 0.041 -0.21
N -0.522 0.012 2.752 0.084 -0.070 -0.228 -0.68
C 0.282 -0.898 2.186 0.002 -0.010 -0.033 0.12
C 1.479 -4.505 0.905 -0.065 0.838 0.054 -0.15
C 1.257 -4.539 2.410 -0.043 -0.302 -0.347 -1.00
F 0.238 -4.909 0.314 0.017 -0.269 -0.071 -0.37
H 3.351 -0.512 2.328 -0.177 -0.156 -0.034 0.10
H 4.266 -1.757 3.233 -0.314 -0.137 -0.031 0.23
H 4.871 -0.133 3.113 -0.021 0.065 0.089 0.38
H 5.531 -0.386 0.821 -0.057 0.032 -0.234 0.27
H 6.009 -1.868 1.596 0.167 0.029 -0.073 0.25
H 4.865 -2.357 -1.627 -0.317 -0.675 -0.206 0.29
H 1.676 -2.577 -1.689 -0.009 0.035 0.093 -0.43
H 0.871 0.386 -0.870 0.067 0.021 -0.095 0.61
H -0.631 2.102 0.134 -0.051 0.017 -0.084 0.29
H -1.504 1.788 2.393 -0.052 0.058 0.126 0.36
H 0.529 -1.744 2.817 -0.043 -0.057 0.156 0.41
H 2.210 -5.251 0.594 0.007 -0.162 0.009 0.28
H 0.236 -4.211 2.600 -0.045 0.166 0.090 0.28
H 1.935 -3.864 2.927 0.124 -0.051 0.138 0.20
H 1.352 -5.552 2.812 0.027 -0.023 0.195 0.33
C -2.577 3.770 -0.134 0.090 -0.023 -0.129 0.04
O -2.943 2.902 -0.899 -0.115 0.050 -0.039 -0.60
N -3.382 4.410 0.737 -0.031 0.117 0.090 0.16
C -2.890 5.438 1.628 -0.150 -0.105 -0.025 -0.98
C -4.785 4.039 0.778 0.090 -0.070 -0.056 -0.98
H -1.531 4.118 -0.091 -0.011 0.019 0.031 0.37
H -3.048 5.151 2.669 0.041 0.041 0.023 0.34
H -3.405 6.384 1.443 0.038 0.030 0.031 0.36
H -1.824 5.583 1.466 0.018 -0.015 -0.008 0.32
H -4.889 2.982 1.026 -0.036 -0.001 -0.001 0.31
H -5.249 4.204 -0.195 -0.034 -0.012 0.011 0.29
H -5.294 4.640 1.529 0.014 0.019 0.018 0.38
C -0.124 -0.645 -4.502 0.045 0.018 -0.107 0.13
O 0.845 0.051 -4.277 0.005 0.059 -0.022 -0.59
N -1.345 -0.454 -3.966 -0.096 -0.015 -0.021 0.24
C -2.474 -1.289 -4.302 0.069 0.084 0.160 -0.96
C -1.517 0.630 -3.012 0.122 0.056 -0.064 -0.73
H -0.089 -1.499 -5.202 -0.005 -0.033 0.046 0.26
H -3.277 -0.690 -4.741 -0.027 -0.042 -0.014 0.32
H -2.858 -1.789 -3.411 -0.037 -0.041 -0.032 0.33
H -2.169 -2.047 -5.022 0.020 -0.012 -0.004 0.32
H -1.243 1.579 -3.476 -0.038 0.033 0.047 0.26
H -0.870 0.477 -2.152 -0.039 0.009 0.051 -0.01
H -2.548 0.681 -2.673 -0.028 -0.048 -0.038 0.44
```
Positions in Å, forces in eV/Å.

E_HOMO   -3.9 eV
Charge   -1
E_LUMO   2.27 eV
Multiplicity   1
Gap between HOMO and LUMO   6.21 eV



Here is a 2-piece molecular cluster, C4H10NS overall in a non-equilibrium geometry from the Open Molecules 2025 dataset. Energies are from ωB97M-V/def2-TZVPD.

Geometry as XYZ:
```
16
Properties=species:S:1:pos:R:3:forces:R:3:mulliken_charge:R:1
C -2.354 -0.758 -0.163 0.352 1.554 -0.963 -0.41
C 0.083 -0.842 0.294 -0.716 -1.909 -3.898 -1.37
C 1.910 0.357 -0.993 -1.487 2.838 -3.165 -1.11
C 1.135 0.085 0.198 -0.657 0.096 2.370 1.10
N 1.388 0.716 1.383 -1.646 -1.323 -0.798 -0.39
S -3.177 0.592 0.484 0.927 0.649 -0.681 -0.02
H -2.464 -1.674 0.358 -0.063 -0.539 0.879 0.39
H -0.040 -1.206 1.278 -0.607 -0.609 0.816 0.43
H -0.020 -1.605 -0.605 0.549 1.467 2.252 0.35
H -2.338 -0.928 -1.246 0.609 0.525 0.396 0.37
H 1.695 1.533 -1.221 0.719 -2.579 0.350 0.31
H 2.984 0.239 -0.987 0.175 -0.135 0.519 0.36
H 1.486 -0.191 -1.900 0.632 0.639 1.340 0.28
H 1.895 1.582 1.457 0.114 -0.074 0.147 0.27
H 0.640 0.434 2.059 1.549 1.156 -0.294 0.21
H -2.822 1.666 -0.397 -0.450 -1.755 0.728 0.22
```
Positions in Å, forces in eV/Å.

E_HOMO (alpha / beta)   -12.7 / -12.7 eV
Charge   +1
E_LUMO (alpha / beta)   -5.73 / -5.73 eV
Multiplicity   1
Gap between HOMO and LUMO (alpha / beta)   6.93 / 6.93 eV



Here is C3H4OS as an isolated structure in a non-equilibrium geometry from the Open Molecules 2025 dataset. Energies are from ωB97M-V/def2-TZVPD.

Geometry as XYZ:
```
9
Properties=species:S:1:pos:R:3:forces:R:3:mulliken_charge:R:1
C 1.649 0.338 -1.062 -0.393 -1.683 1.895 0.13
C -0.889 0.030 0.506 -0.472 -2.169 -1.155 -0.65
C 0.552 -0.175 0.555 3.509 -0.297 -1.977 -0.07
O 2.776 -0.037 -1.227 -2.258 0.923 0.266 -0.40
S 0.088 1.390 1.192 -1.157 0.210 0.362 -0.12
H 1.053 1.078 -1.718 0.610 -0.736 0.900 0.28
H -1.306 -0.052 -0.520 0.097 1.172 0.610 0.25
H -1.380 -0.790 1.087 0.034 1.454 0.279 0.26
H 0.935 -0.968 1.266 0.030 1.126 -1.179 0.32
```
Positions in Å, forces in eV/Å.

E_HOMO   -8.8 eV
Charge   0
E_LUMO   0.71 eV
Multiplicity   1
Gap between HOMO and LUMO   9.50 eV



Here is C20H36IMoN5OP2S as an isolated structure from the Open Molecules 2025 dataset. Energies are from ωB97M-V/def2-TZVPD.

Geometry as XYZ:
```
67
Properties=species:S:1:pos:R:3:forces:R:3:mulliken_charge:R:1
Mo -0.066 -0.452 0.139 -0.161 0.348 0.212 0.33
C 1.559 3.187 0.121 -0.043 0.004 -0.033 -1.21
P 0.939 1.816 -0.903 -0.035 -0.147 0.036 1.36
C 2.347 1.412 -1.982 0.016 0.025 0.045 -1.27
C -0.319 2.522 -2.003 0.036 -0.043 -0.028 0.26
C 0.009 3.462 -2.975 0.001 0.013 -0.047 -0.78
C -0.960 3.936 -3.847 0.042 -0.009 0.025 -0.86
C -2.263 3.469 -3.750 -0.024 -0.009 -0.008 -0.74
C -2.605 2.553 -2.767 -0.028 0.002 -0.004 -0.79
C -1.641 2.076 -1.884 0.021 0.124 0.075 0.37
P -2.071 1.039 -0.455 0.038 -0.093 -0.153 2.05
C -3.672 0.292 -0.864 0.004 0.038 0.086 -1.61
C -2.457 2.251 0.855 0.016 -0.053 0.018 -1.41
H 2.013 3.959 -0.501 -0.004 -0.002 -0.014 0.42
H 2.301 2.802 0.820 -0.003 0.003 0.007 0.30
H 0.739 3.632 0.684 0.003 -0.018 0.018 0.40
H 2.641 2.265 -2.592 0.003 0.020 0.016 0.49
H 2.087 0.582 -2.639 0.003 -0.011 0.004 0.35
H 3.196 1.126 -1.359 -0.003 -0.021 -0.013 0.26
H 1.025 3.826 -3.066 -0.004 -0.004 -0.010 0.34
H -0.698 4.662 -4.603 0.001 -0.001 0.000 0.43
H -3.018 3.826 -4.438 0.000 -0.002 0.007 0.43
H -3.632 2.218 -2.696 0.001 0.007 0.002 0.36
H -4.457 1.047 -0.888 -0.001 0.012 -0.002 0.59
H -3.913 -0.439 -0.092 -0.018 0.002 -0.015 0.33
H -3.618 -0.210 -1.828 0.006 -0.006 0.006 0.47
H -2.766 3.195 0.408 -0.045 -0.013 -0.013 0.49
H -1.591 2.419 1.495 0.012 0.025 -0.015 0.30
H -3.262 1.860 1.476 0.030 -0.012 0.027 0.41
C -0.273 -4.131 -1.198 -0.050 0.011 0.026 -1.94
C -1.371 -3.192 -0.688 -0.051 -0.208 -0.122 1.64
C -2.387 -2.916 -1.797 0.015 -0.039 0.008 -1.45
C -2.050 -3.777 0.552 0.024 -0.015 -0.046 -1.24
N -0.744 -1.953 -0.280 -0.042 -0.136 -0.222 -0.62
H -0.685 -5.128 -1.351 -0.009 0.009 -0.023 0.45
H 0.535 -4.214 -0.468 -0.005 -0.015 0.005 0.46
H 0.115 -3.786 -2.160 0.023 0.011 0.024 0.36
H -2.720 -3.860 -2.227 -0.008 -0.004 0.006 0.49
H -1.939 -2.318 -2.592 -0.006 -0.007 -0.005 0.37
H -3.262 -2.400 -1.406 0.027 0.000 -0.003 0.23
H -2.577 -4.694 0.288 -0.004 0.005 -0.006 0.46
H -2.773 -3.065 0.955 -0.011 -0.011 -0.012 0.16
H -1.318 -4.004 1.327 -0.002 0.008 0.005 0.28
C 5.520 1.543 2.107 -0.016 -0.016 0.011 -1.09
C 4.477 0.599 2.711 0.020 0.029 0.008 -0.60
C 3.727 -0.163 1.672 0.013 -0.075 -0.079 0.25
N 2.469 -0.054 1.441 0.007 0.043 0.102 -0.33
N 2.039 -0.863 0.414 -0.157 0.044 0.080 0.31
C 2.990 -1.577 -0.147 0.051 0.069 0.186 0.34
N 2.791 -2.395 -1.184 0.020 -0.024 -0.017 -0.38
S 4.522 -1.299 0.598 -0.047 0.003 -0.020 -0.14
H 6.015 2.105 2.896 0.000 -0.005 0.006 0.38
H 5.057 2.255 1.423 0.005 -0.006 0.001 0.27
H 6.289 0.994 1.561 -0.001 0.006 -0.008 0.37
H 3.736 1.149 3.292 0.001 0.010 -0.007 0.25
H 4.958 -0.109 3.389 -0.001 -0.002 0.001 0.38
H 1.843 -2.613 -1.451 -0.012 0.001 -0.011 -0.02
H 3.524 -3.001 -1.511 -0.004 -0.004 -0.004 0.25
N -2.920 -1.557 3.509 -0.032 0.048 -0.004 -0.27
C -1.771 -0.929 3.258 0.317 -0.041 0.116 0.47
O -1.566 -0.311 2.206 0.044 0.121 -0.214 -0.38
C -0.704 -1.007 4.312 0.048 -0.089 -0.048 -1.21
I 0.421 -2.802 3.999 -0.008 0.103 -0.004 0.09
H -3.651 -1.564 2.818 -0.007 0.019 0.002 0.24
H -3.056 -2.087 4.353 -0.013 0.032 0.022 0.21
H -1.097 -1.031 5.324 0.009 -0.073 0.005 0.55
H -0.013 -0.182 4.188 -0.006 0.023 0.011 0.36
```
Positions in Å, forces in eV/Å.

E_HOMO (alpha / beta)   -13.4 / -14.6 eV
Charge   +2
E_LUMO (alpha / beta)   -5.40 / -6.04 eV
Expectation value of S²   2.0432
Multiplicity   3
Gap between HOMO and LUMO (alpha / beta)   7.99 / 8.57 eV



For reference, E_tot by record: -1293.78442, -610.98211, -590.02282, -2579.06884 Eh.